[1]
Below is a cluster of 7 separate species, C37H38B2F6NO in total, with properties calculated with ωB97M-V/def2-TZVPD.

As for the HOMO-LUMO gap: 5.903 eV. As for the multiplicity: 1. Its total charge is -1.

Last column: Mulliken charge in e.
Atoms and positions in Å:
C (2.182, -1.245, 0.205)  -0.373
B (3.528, -1.197, -0.793)  0.775
B (4.779, -0.328, -0.109)  -0.178
N (4.995, -0.165, 1.399)  -0.611
O (5.691, 0.345, -1.100)  -0.647
H (1.306, -1.638, -0.503)  -0.011
H (2.286, -2.046, 1.060)  0.158
H (1.934, -0.194, 0.668)  -0.119
H (3.174, -0.542, -1.733)  -0.324
H (3.841, -2.272, -1.156)  -0.277
H (5.971, 0.175, 1.584)  0.175
H (4.338, 0.630, 1.663)  0.184
H (5.042, 0.948, -1.607)  0.250
F (-0.162, -0.118, 2.391)  -0.240
C (-0.966, 0.380, 1.442)  0.178
C (-1.867, -0.462, 0.798)  -0.589
C (-2.708, 0.057, -0.187)  -0.031
C (-2.631, 1.411, -0.524)  -0.685
C (-1.720, 2.246, 0.124)  -0.443
C (-0.887, 1.729, 1.116)  -0.247
H (-1.907, -1.512, 1.068)  0.528
H (-3.421, -0.591, -0.690)  0.153
H (-3.284, 1.814, -1.295)  0.357
H (-1.659, 3.298, -0.143)  0.539
H (-0.180, 2.366, 1.637)  0.425
F (3.969, 0.860, 8.175)  -0.325
C (3.274, 0.677, 7.045)  0.178
C (3.942, 0.659, 5.826)  -0.400
C (3.218, 0.463, 4.649)  -0.089
C (1.832, 0.298, 4.705)  -0.653
C (1.170, 0.322, 5.933)  -0.686
C (1.895, 0.507, 7.110)  -0.288
H (5.018, 0.797, 5.802)  0.423
H (3.732, 0.440, 3.692)  0.209
H (1.268, 0.149, 3.786)  0.938
H (0.091, 0.197, 5.973)  0.376
H (1.398, 0.520, 8.074)  0.391
F (-2.957, -3.094, 0.078)  -0.180
C (-3.520, -3.928, -0.807)  0.443
C (-4.517, -3.457, -1.653)  -0.380
C (-5.099, -4.323, -2.578)  -0.512
C (-4.684, -5.655, -2.640)  -0.495
C (-3.686, -6.120, -1.783)  -0.385
C (-3.096, -5.251, -0.865)  -0.512
H (-4.833, -2.420, -1.585)  0.421
H (-5.875, -3.962, -3.249)  0.366
H (-5.142, -6.332, -3.358)  0.385
H (-3.367, -7.159, -1.830)  0.377
H (-2.312, -5.594, -0.198)  0.443
F (4.630, 5.294, -5.234)  -0.348
C (5.348, 4.987, -4.145)  0.344
C (5.848, 3.698, -3.997)  -0.425
C (6.599, 3.379, -2.866)  -0.426
C (6.833, 4.350, -1.889)  -0.505
C (6.322, 5.640, -2.044)  -0.349
C (5.580, 5.962, -3.181)  -0.272
H (5.650, 2.954, -4.762)  0.405
H (7.002, 2.376, -2.744)  0.420
H (7.415, 4.100, -1.005)  0.384
H (6.501, 6.393, -1.281)  0.363
H (5.183, 6.961, -3.322)  0.404
F (-6.810, -6.711, -1.128)  -0.274
C (-7.294, -6.223, 0.022)  0.322
C (-7.621, -4.875, 0.109)  -0.135
C (-8.130, -4.367, 1.304)  -0.508
C (-8.297, -5.213, 2.404)  -0.433
C (-7.961, -6.564, 2.308)  -0.379
C (-7.462, -7.073, 1.110)  -0.426
H (-7.477, -4.231, -0.753)  0.382
H (-8.397, -3.316, 1.380)  0.357
H (-8.690, -4.816, 3.337)  0.355
H (-8.087, -7.219, 3.167)  0.349
H (-7.204, -8.123, 1.015)  0.403
F (1.059, 4.120, -0.265)  -0.269
C (0.994, 4.596, -1.515)  0.132
C (0.342, 3.856, -2.496)  -0.124
C (0.269, 4.354, -3.797)  -0.454
C (0.859, 5.582, -4.106)  -0.462
C (1.515, 6.315, -3.116)  -0.408
C (1.578, 5.822, -1.812)  -0.481
H (-0.103, 2.901, -2.239)  0.542
H (-0.245, 3.787, -4.569)  0.364
H (0.806, 5.968, -5.122)  0.364
H (1.977, 7.269, -3.359)  0.388
H (2.077, 6.383, -1.029)  0.410


[2]
Below is a structure of composition C37H38Br2N2O2SbW, with properties calculated with ωB97M-V/def2-TZVPD.

As for the HOMO-LUMO gap (spin up / spin down): 6.731 / 6.484 eV. As for the expectation value of S²: 2.0667. As for the multiplicity: 3. For the energy above the lowest of the compared OMol25 structures with the same formula, charge and spin, the calculation gives 28.0 kJ/mol. Its total charge is +1.

Last column: Mulliken charge in e.
Atoms and positions in Å:
W (0.306, 0.962, -0.517)  0.497
C (-0.412, 2.455, -3.556)  -1.272
C (0.939, 2.836, -3.040)  1.184
C (1.741, 3.750, -3.745)  -1.276
C (2.957, 4.136, -3.253)  -0.916
C (3.403, 3.605, -2.028)  0.487
C (4.616, 3.944, -1.391)  0.016
Br (5.785, 5.220, -2.188)  -0.211
C (4.972, 3.385, -0.187)  -0.414
C (4.144, 2.452, 0.421)  -0.457
Br (4.599, 1.712, 2.102)  -0.135
C (2.933, 2.055, -0.151)  0.030
O (2.145, 1.182, 0.389)  0.325
C (2.557, 2.663, -1.391)  0.285
N (1.341, 2.300, -1.894)  -0.231
H (-0.653, 3.014, -4.456)  0.484
H (-1.163, 2.666, -2.794)  0.128
H (-0.448, 1.387, -3.787)  0.180
H (1.382, 4.153, -4.678)  0.537
H (3.578, 4.836, -3.788)  0.385
H (5.896, 3.667, 0.293)  0.471
C (2.177, -0.984, 3.718)  -1.301
C (2.494, -2.160, 2.848)  0.637
C (3.542, -3.022, 3.149)  -0.773
C (3.854, -4.088, 2.322)  -0.717
C (3.111, -4.316, 1.177)  -0.981
C (2.050, -3.481, 0.872)  -0.486
C (1.741, -2.411, 1.702)  0.883
Sb (0.068, -1.138, 1.202)  0.264
C (-1.422, -1.984, 2.502)  0.750
C (-1.013, -2.946, 3.410)  -0.744
C (-1.907, -3.465, 4.329)  -0.817
C (-3.217, -3.020, 4.333)  -0.784
C (-3.619, -2.053, 3.429)  -0.739
C (-2.732, -1.514, 2.505)  0.808
C (-3.195, -0.482, 1.518)  -0.780
C (-0.150, -1.965, -0.794)  0.638
C (0.643, -1.217, -1.672)  -0.583
C (0.604, -1.448, -3.039)  -0.612
C (-0.269, -2.407, -3.532)  -0.926
C (-1.062, -3.141, -2.666)  -0.734
C (-1.007, -2.941, -1.287)  0.407
C (-1.803, -3.799, -0.356)  -1.307
H (2.838, -0.948, 4.579)  0.463
H (1.143, -1.033, 4.071)  0.253
H (2.304, -0.057, 3.152)  0.086
H (4.120, -2.847, 4.044)  0.430
H (4.677, -4.740, 2.571)  0.402
H (3.348, -5.142, 0.524)  0.454
H (1.467, -3.661, -0.024)  0.446
H (0.010, -3.297, 3.389)  0.346
H (-1.581, -4.215, 5.032)  0.467
H (-3.926, -3.430, 5.035)  0.399
H (-4.643, -1.712, 3.438)  0.420
H (-4.194, -0.137, 1.771)  0.489
H (-3.225, -0.905, 0.512)  0.018
H (-2.522, 0.382, 1.497)  -0.057
H (1.432, -0.547, -1.266)  0.746
H (1.256, -0.902, -3.709)  0.569
H (-0.313, -2.596, -4.594)  0.435
H (-1.726, -3.895, -3.065)  0.480
H (-2.065, -4.737, -0.833)  0.531
H (-2.724, -3.311, -0.044)  0.189
H (-1.220, -4.009, 0.540)  0.214
C (-4.698, 1.050, -2.269)  -1.210
C (-3.629, 0.013, -2.632)  -0.753
C (-2.405, 0.295, -1.940)  0.559
N (-1.433, 0.618, -1.381)  0.353
H (-5.615, 0.829, -2.809)  0.431
H (-4.360, 2.047, -2.539)  0.310
H (-4.900, 1.025, -1.202)  0.288
H (-3.439, 0.039, -3.710)  0.385
H (-3.968, -0.996, -2.377)  0.308
C (-1.795, 4.611, 0.023)  -0.948
O (-1.254, 3.361, -0.408)  -0.013
C (-0.433, 2.638, 0.347)  0.914
C (-0.109, 3.151, 1.712)  -1.760
H (-1.002, 5.316, 0.281)  0.352
H (-2.460, 4.481, 0.880)  0.328
H (-2.360, 4.994, -0.824)  0.248
H (-1.019, 3.226, 2.315)  0.497
H (0.319, 4.153, 1.666)  0.491
H (0.594, 2.488, 2.215)  0.240


What are the electronic energy values for these records? In order: -60181.3297 -194502.0408 eV.